45
Properties=species:S:1:pos:R:3 method="wB97M-V/def2-TZVPD" total_energy_ev=-32567.014 smiles="COC(=O)/C(C#N)=C/c1c(N2CCN(C)CC2)nc2ccccn2c1=O" orbital_gap_ev=7.4 charge=0 e_above_lowest_kj_mol=182.98
C -5.511 -0.957 -0.261
O -4.095 -0.892 -0.244
C -3.570 0.337 -0.431
O -4.247 1.327 -0.567
C -2.098 0.315 -0.421
C -1.461 1.562 -0.554
N -0.919 2.564 -0.704
C -1.381 -0.848 -0.384
C 0.038 -0.956 -0.392
C 0.963 -0.025 0.158
N 0.705 0.754 1.219
C -0.289 0.471 2.231
C -1.000 1.761 2.685
N -0.076 2.792 3.099
C 0.499 2.600 4.412
C 0.885 3.034 2.046
C 1.654 1.768 1.627
N 2.209 0.069 -0.343
C 2.657 -0.831 -1.173
C 3.959 -0.703 -1.727
C 4.491 -1.696 -2.489
C 3.739 -2.866 -2.738
C 2.486 -2.963 -2.230
N 1.943 -1.970 -1.479
C 0.555 -2.084 -1.106
O -0.057 -3.074 -1.458
H -5.896 -0.630 -1.229
H -5.930 -0.314 0.517
H -5.768 -1.997 -0.079
H -1.924 -1.779 -0.491
H -1.013 -0.256 1.869
H 0.230 0.035 3.097
H -1.674 1.526 3.511
H -1.590 2.164 1.859
H 1.107 3.470 4.654
H -0.310 2.535 5.139
H 1.126 1.703 4.513
H 1.592 3.797 2.374
H 0.335 3.405 1.176
H 2.312 1.981 0.787
H 2.258 1.398 2.465
H 4.492 0.204 -1.500
H 5.482 -1.600 -2.904
H 4.147 -3.667 -3.330
H 1.829 -3.807 -2.389

=====

47
Properties=species:S:1:pos:R:3 method="wB97M-V/def2-TZVPD" total_energy_ev=-36658.521 smiles="CCOC(=O)c1nn(CC)c(=O)c2nn(Cc3ccc([N+](=O)[O-])cc3)c(C)c12" orbital_gap_ev=8.0 charge=0 e_above_lowest_kj_mol=649.80
C 2.949 -5.380 -0.462
C 1.760 -4.548 -0.962
O 1.511 -3.523 -0.020
C 0.441 -2.742 -0.344
O -0.090 -2.743 -1.476
C -0.116 -1.894 0.684
N -0.739 -2.486 1.692
N -1.323 -1.778 2.735
C -1.908 -2.663 3.788
C -0.836 -3.091 4.771
C -1.293 -0.409 2.873
O -1.821 0.159 3.846
C -0.573 0.330 1.810
N -0.299 1.624 1.666
N 0.392 1.739 0.512
C 0.886 3.043 0.074
C 0.048 3.568 -1.105
C -1.338 3.572 -0.999
C -2.065 4.140 -2.061
C -1.459 4.704 -3.185
N -2.237 5.277 -4.203
O -3.421 4.939 -4.258
O -1.759 6.097 -4.949
C -0.068 4.659 -3.251
C 0.692 4.113 -2.234
C 0.659 0.519 -0.119
C 1.434 0.374 -1.369
C 0.026 -0.422 0.685
H 3.089 -6.203 -1.140
H 2.722 -5.765 0.563
H 3.854 -4.783 -0.448
H 0.822 -5.190 -1.088
H 1.989 -4.152 -1.959
H -2.357 -3.554 3.336
H -2.685 -2.133 4.346
H -1.272 -3.692 5.581
H -0.403 -2.202 5.204
H -0.083 -3.732 4.294
H 0.738 3.749 0.907
H 1.938 2.987 -0.160
H -1.870 3.146 -0.187
H -3.153 4.075 -1.986
H 0.449 5.151 -4.070
H 1.797 4.188 -2.274
H 1.050 0.912 -2.174
H 1.450 -0.681 -1.706
H 2.470 0.699 -1.177

=====

45
Properties=species:S:1:pos:R:3 method="wB97M-V/def2-TZVPD" total_energy_ev=-31451.354 smiles=CNc1nc(-c2nn(C)c(C)c2Oc2ccccc2)cn2c(C)nnc12 orbital_gap_ev=8.6 charge=0 e_above_lowest_kj_mol=125.77
C 2.526 -0.137 5.135
N 2.491 -1.406 4.406
C 2.141 -1.427 3.061
N 1.549 -0.389 2.516
C 1.294 -0.337 1.142
C 0.673 0.886 0.525
N 0.781 2.111 1.025
N 0.096 2.949 0.198
C 0.066 4.394 0.389
C -0.528 2.261 -0.842
C -1.273 2.866 -2.050
C -0.263 0.936 -0.627
O -0.645 -0.092 -1.456
C -1.427 -1.133 -0.999
C -1.912 -1.215 0.344
C -2.702 -2.268 0.728
C -2.959 -3.288 -0.141
C -2.449 -3.269 -1.469
C -1.704 -2.172 -1.886
C 1.609 -1.414 0.340
N 2.162 -2.553 0.934
C 2.540 -3.750 0.415
C 2.364 -4.147 -0.998
N 3.034 -4.494 1.380
N 2.963 -3.781 2.564
C 2.457 -2.602 2.259
H 1.494 0.280 5.228
H 3.177 0.596 4.616
H 2.913 -0.266 6.177
H 3.079 -2.141 4.712
H 0.460 4.866 -0.523
H 0.694 4.697 1.254
H -0.982 4.704 0.562
H -0.726 3.756 -2.424
H -2.316 3.154 -1.760
H -1.373 2.126 -2.858
H -1.718 -0.445 1.098
H -3.047 -2.251 1.750
H -3.512 -4.149 0.197
H -2.636 -4.123 -2.153
H -1.308 -2.155 -2.902
H 1.295 -1.403 -0.702
H 2.912 -5.068 -1.240
H 2.700 -3.350 -1.658
H 1.305 -4.366 -1.254

=====

50
Properties=species:S:1:pos:R:3 method="wB97M-V/def2-TZVPD" total_energy_ev=-59260.467 smiles="CN1CCN(S(=O)(=O)c2ccc(Sc3nnnn3-c3ccccc3)c([N+](=O)[O-])c2)CC1" orbital_gap_ev=7.7 charge=0 e_above_lowest_kj_mol=639.22
C -1.381 -1.145 -2.103
N -2.641 -1.033 -1.399
C -3.605 -0.243 -2.145
C -4.922 -0.127 -1.345
N -4.835 -0.784 -0.067
S -4.267 0.122 1.199
O -4.413 -0.671 2.383
O -4.908 1.400 1.129
C -2.501 0.380 0.947
C -1.599 -0.555 1.434
C -0.250 -0.415 1.188
C 0.217 0.673 0.453
S 1.907 0.880 0.014
C 2.430 -0.783 -0.096
N 1.679 -1.851 -0.286
N 2.507 -2.877 -0.380
N 3.711 -2.518 -0.265
N 3.734 -1.189 -0.086
C 4.938 -0.491 0.090
C 6.018 -1.190 0.620
C 7.222 -0.539 0.806
C 7.351 0.799 0.467
C 6.275 1.484 -0.071
C 5.063 0.845 -0.268
C -0.699 1.658 0.059
N -0.237 2.817 -0.628
O -1.039 3.492 -1.232
O 0.963 3.044 -0.574
C -2.062 1.507 0.297
C -4.402 -2.157 -0.126
C -3.191 -2.334 -1.065
H -1.015 -0.145 -2.334
H -1.474 -1.703 -3.046
H -0.653 -1.648 -1.467
H -3.169 0.745 -2.309
H -3.807 -0.692 -3.134
H -5.748 -0.583 -1.899
H -5.176 0.912 -1.140
H -1.973 -1.385 2.011
H 0.439 -1.159 1.550
H 5.898 -2.231 0.873
H 8.061 -1.078 1.218
H 8.292 1.306 0.618
H 6.374 2.522 -0.346
H 4.238 1.380 -0.709
H -2.756 2.272 -0.015
H -5.244 -2.767 -0.471
H -4.170 -2.446 0.899
H -2.408 -2.915 -0.574
H -3.496 -2.879 -1.976

=====

40
Properties=species:S:1:pos:R:3 method="wB97M-V/def2-TZVPD" total_energy_ev=-24544.649 smiles="Cc1cccc(OCC(=O)N2CCc3ccccc3C2)c1" orbital_gap_ev=9.1 charge=0 e_above_lowest_kj_mol=1535.15
C -5.660 -0.484 -0.433
C -4.287 0.151 -0.053
C -4.512 1.358 0.524
C -3.292 1.986 0.821
C -2.039 1.172 0.627
C -2.016 -0.018 0.348
O -0.919 -0.417 0.434
C -0.877 -1.859 -0.121
C 0.681 -2.651 0.057
O 0.881 -3.398 0.845
N 1.638 -1.805 -0.564
C 2.962 -2.113 -0.011
C 3.639 -1.041 0.837
C 3.266 0.352 0.490
C 4.090 1.299 0.765
C 3.863 2.658 0.599
C 2.987 2.997 -0.489
C 2.090 1.803 -0.867
C 2.406 0.379 -0.524
C 1.470 -0.595 -1.062
C -3.099 -0.481 -0.069
H -5.775 -0.417 -1.340
H -6.596 0.071 -0.091
H -5.863 -1.403 -0.130
H -5.358 2.080 0.232
H -3.283 3.131 0.991
H -1.092 1.740 1.089
H -1.090 -2.114 -1.075
H -1.378 -2.404 0.618
H 3.031 -2.997 -0.003
H 3.648 -2.140 -1.147
H 4.729 -1.517 0.868
H 3.237 -1.136 1.738
H 4.842 1.046 1.676
H 4.521 3.372 0.966
H 2.693 4.020 -0.770
H 1.304 2.044 -1.778
H 0.536 -0.195 -1.231
H 1.881 -0.878 -2.233
H -3.258 -1.597 -0.532

=====

44
Properties=species:S:1:pos:R:3 method="wB97M-V/def2-TZVPD" total_energy_ev=-41522.975 orbital_gap_ev=8.4 charge=0 e_above_lowest_kj_mol=1472.72
C 1.436 3.443 3.848
C 2.778 3.400 3.135
H 3.341 4.317 3.213
H 3.440 2.709 3.671
O 2.766 3.466 1.743
C 2.616 2.098 1.391
C 2.401 0.898 2.246
C 2.270 -0.243 1.275
C 2.252 -0.281 -0.066
C 2.331 0.813 -0.768
C 2.798 1.886 -0.131
H 2.944 2.959 -0.713
H 2.258 0.905 -1.868
S 1.798 -1.964 -0.846
O 2.369 -1.810 -2.222
O 1.998 -2.987 0.218
N -0.035 -1.754 -0.983
C -0.760 -2.014 0.175
C -1.109 -0.844 0.715
O -1.766 -0.872 1.939
O -0.603 0.454 0.299
H -0.817 1.033 1.025
C -1.940 -2.826 -0.384
C -2.604 -2.047 -1.352
C -3.868 -1.961 -1.953
C -4.667 -1.351 -2.796
C -3.989 -0.404 -3.514
C -2.394 -0.536 -3.469
C -1.865 -1.155 -2.200
C -0.453 -1.048 -2.105
H 0.217 -1.397 -3.134
H -0.127 0.162 -2.084
H -1.875 0.126 -4.029
H -4.382 0.143 -4.337
H -5.719 -1.310 -2.840
H -4.521 -2.787 -1.114
H -2.688 -2.745 0.300
H -1.773 -3.894 -0.554
H -0.136 -2.695 0.764
H 2.230 -1.315 2.005
H 2.355 0.789 3.210
H 1.015 4.173 3.550
H 1.579 3.803 4.961
H 0.899 2.666 3.780